Entry 1:
Density functional theory data (the ωB97M-V functional and the def2-TZVPD basis) for C5H8N2 in the gas phase.

```
15
Properties=species:S:1:pos:R:3:forces:R:3:lowdin_charge:R:1
N 0.433 2.423 0.806 1.282 -0.598 0.333 0.152
C 0.920 1.372 0.761 -0.623 1.125 0.010 -0.174
C 0.956 -0.089 0.468 -0.317 -0.036 0.034 -0.353
N 2.090 -0.648 -0.232 0.198 0.154 0.056 0.044
C -0.281 -0.189 -0.427 0.146 -0.069 -0.115 -0.313
C -1.530 0.566 -0.161 -0.531 -0.502 -0.168 -0.125
C -1.519 -0.980 -0.203 -0.311 0.029 0.059 -0.086
H 0.824 -0.627 1.414 -0.054 0.072 -0.173 0.152
H 2.899 -0.773 0.364 -0.046 0.121 -0.018 0.078
H 2.350 -0.062 -1.019 0.029 -0.125 0.091 0.085
H 0.000 -0.157 -1.478 0.108 -0.006 0.123 0.144
H -1.705 0.946 0.844 0.227 -0.124 -0.203 0.098
H -1.884 1.266 -0.918 -0.139 -0.601 -0.018 0.105
H -1.839 -1.652 -1.000 -0.227 0.592 0.031 0.097
H -1.714 -1.397 0.780 0.259 -0.031 -0.042 0.097
```
Forces are in eV/Å.

Computed properties:
- relative energy (zero: lowest compared OMol25 entry of this formula, charge and spin) (eV) = 1.948
- F_max (eV Å⁻¹) = 1.5
- SMILES = N#C[C@H](N)C1CC1
- HOMO level (hartree) = -0.3751
- lowest unoccupied orbital energy (eV) = 0.84
- electronic energy (Ha) = -304.763905
- Kohn-Sham gap (eV) = 11.04


Entry 2:
Density functional theory data (the ωB97M-V functional and the def2-TZVPD basis) for C5H8N2 in the gas phase.

```
15
Properties=species:S:1:pos:R:3:forces:R:3:lowdin_charge:R:1
C -2.349 0.601 0.171 -0.054 0.249 0.183 -0.133
C -1.199 0.242 -0.669 0.066 0.058 -0.273 -0.077
C 1.218 0.405 -0.497 -0.009 -0.279 0.460 -0.131
C -0.005 1.191 -0.812 -1.874 -1.264 -0.286 -0.450
N -0.257 2.387 -1.067 0.384 -0.412 -0.060 0.224
N 0.988 -0.379 0.471 0.523 0.056 -0.381 -0.014
C 1.991 -1.352 0.808 0.317 -0.142 0.085 -0.122
H -2.045 1.448 0.780 -0.408 0.115 0.236 0.072
H -3.215 0.871 -0.440 -0.138 0.109 0.118 0.077
H -2.656 -0.249 0.807 0.178 0.279 -0.219 0.084
H -1.328 -0.740 -1.183 0.843 1.091 -0.061 0.111
H 2.131 0.393 -1.099 -0.021 0.231 0.064 0.123
H 2.686 -1.520 -0.025 0.080 -0.075 0.180 0.075
H 1.497 -2.292 1.070 0.125 0.106 -0.025 0.078
H 2.545 -1.005 1.684 -0.010 -0.122 -0.022 0.083
```
Forces are in eV/Å.

Computed properties:
- relative energy (zero: lowest compared OMol25 entry of this formula, charge and spin) (eV) = 4.716
- F_max (eV Å⁻¹) = 2.3
- HOMO level (alpha / beta) (hartree) = -0.2858 / -0.3402
- lowest unoccupied orbital energy (alpha / beta) (eV) = -0.24 / 0.12
- electronic energy (Ha) = -304.662190
- Kohn-Sham gap (alpha / beta) (eV) = 7.53 / 9.38


Entry 3:
Density functional theory data (the ωB97M-V functional and the def2-TZVPD basis) for C5H8N2 in the gas phase.

```
15
Properties=species:S:1:pos:R:3:forces:R:3:lowdin_charge:R:1
C -1.930 -0.925 0.298 -0.099 -0.028 0.005 -0.054
C -0.743 -0.154 -0.208 -0.117 -0.143 -0.038 -0.345
C -0.539 1.280 0.109 -0.080 0.251 -0.014 -0.084
N 0.174 0.235 0.842 -0.162 -0.253 0.420 -0.077
C 1.560 0.086 0.672 0.133 0.075 0.208 -0.148
C 2.141 -0.613 -0.268 0.054 1.201 -0.476 -0.168
N 2.734 -0.701 -1.357 -0.070 -0.380 0.287 0.105
H -2.223 -0.519 1.271 -0.032 -0.071 -0.161 0.081
H -1.651 -1.973 0.442 -0.112 0.090 -0.042 0.079
H -2.780 -0.871 -0.388 0.086 -0.028 0.045 0.075
H -0.324 -0.475 -1.167 0.005 0.024 0.275 0.137
H -0.006 1.874 -0.634 0.066 -0.105 0.195 0.110
H -1.259 1.826 0.710 -0.001 -0.045 -0.128 0.106
H 2.217 0.652 1.320 -0.147 -0.235 0.426 0.115
H 2.630 0.280 -1.642 0.476 -0.353 -1.002 0.069
```
Forces are in eV/Å.

Computed properties:
- relative energy (zero: lowest compared OMol25 entry of this formula, charge and spin) (eV) = 3.580
- F_max (eV Å⁻¹) = 1.3
- SMILES = C[C@H]1CN1C=C=N
- HOMO level (hartree) = -0.3032
- lowest unoccupied orbital energy (eV) = 0.63
- electronic energy (Ha) = -304.703944
- Kohn-Sham gap (eV) = 8.88


Entry 4:
Density functional theory data (the ωB97M-V functional and the def2-TZVPD basis) for C5H8N2 in the gas phase.

```
15
Properties=species:S:1:pos:R:3:forces:R:3:lowdin_charge:R:1
C 1.628 0.870 -0.217 0.443 -0.268 -0.673 -0.065
C 0.603 0.229 -1.183 0.029 0.032 0.139 -0.181
N -0.468 -0.337 -0.371 -0.163 -0.117 0.013 -0.130
C -1.348 0.422 0.373 0.072 0.121 0.034 -0.102
C -1.801 -0.394 1.365 -0.081 -0.112 0.138 -0.157
N -1.209 -1.636 1.273 -0.357 0.077 -0.040 0.052
C -0.427 -1.557 0.234 0.227 -0.140 -0.179 -0.199
H 1.929 1.854 -0.594 -0.254 0.003 0.548 0.073
H 1.147 0.839 0.751 0.064 0.826 0.272 0.069
H 2.563 0.317 -0.063 -0.248 -0.238 -0.430 0.072
H 1.026 -0.563 -1.805 -0.046 0.056 0.083 0.114
H 0.152 0.972 -1.856 0.204 -0.177 0.222 0.117
H -1.520 1.471 0.172 -0.012 -0.228 -0.070 0.118
H -2.526 -0.173 2.136 0.116 -0.008 -0.117 0.093
H 0.179 -2.368 -0.152 0.007 0.173 0.060 0.125
```
Forces are in eV/Å.

Computed properties:
- relative energy (zero: lowest compared OMol25 entry of this formula, charge and spin) (eV) = 0.441
- F_max (eV Å⁻¹) = 0.9
- SMILES = CCn1ccnc1
- HOMO level (hartree) = -0.3248
- lowest unoccupied orbital energy (eV) = 0.99
- electronic energy (Ha) = -304.819295
- Kohn-Sham gap (eV) = 9.82


Entry 5:
Density functional theory data (the ωB97M-V functional and the def2-TZVPD basis) for C5H8N2 in the gas phase.

```
15
Properties=species:S:1:pos:R:3:forces:R:3:lowdin_charge:R:1
C 1.604 -0.220 -1.005 0.136 -0.039 -0.051 -0.030
N 0.371 0.219 -0.389 -0.107 -0.027 0.113 -0.124
C -0.342 1.336 -0.750 -0.019 0.038 -0.043 -0.116
C -1.510 1.357 -0.034 0.042 0.025 -0.046 -0.108
C -1.506 0.212 0.811 0.018 -0.053 0.029 -0.062
C -0.336 -0.469 0.568 -0.037 0.160 -0.103 -0.358
N 0.180 -1.685 1.074 -0.078 -0.001 0.165 0.083
H 2.074 -0.970 -0.368 -0.046 0.112 -0.113 0.076
H 1.420 -0.670 -1.986 -0.003 0.056 0.115 0.091
H 2.285 0.628 -1.127 -0.109 -0.120 0.045 0.088
H 0.056 2.021 -1.487 -0.082 -0.092 0.119 0.111
H -2.276 2.118 -0.093 0.122 -0.121 0.007 0.089
H -2.267 -0.076 1.526 0.132 0.037 -0.100 0.094
H 0.822 -1.529 1.845 -0.069 -0.027 -0.068 0.085
H -0.572 -2.272 1.413 0.099 0.052 -0.069 0.080
```
Forces are in eV/Å.

Computed properties:
- relative energy (zero: lowest compared OMol25 entry of this formula, charge and spin) (eV) = 0.356
- F_max (eV Å⁻¹) = 0.2
- SMILES = Cn1cccc1N
- HOMO level (hartree) = -0.2839
- lowest unoccupied orbital energy (eV) = 1.01
- electronic energy (Ha) = -304.822410
- Kohn-Sham gap (eV) = 8.73


Entry 6:
Density functional theory data (the ωB97M-V functional and the def2-TZVPD basis) for a molecular structure, C5H8N2.

```
15
Properties=species:S:1:pos:R:3:forces:R:3:lowdin_charge:R:1
C -1.131 1.167 -0.501 0.110 -0.196 0.246 -0.034
C -0.180 0.021 -0.127 0.293 -0.084 0.279 -0.504
C 1.198 0.136 -0.845 0.061 -0.043 0.185 -0.109
C 2.169 -0.327 0.148 -0.369 -0.178 1.230 -0.176
N 2.271 -0.694 1.248 2.584 0.257 -1.352 0.117
C -0.221 -0.732 1.195 0.608 -0.530 0.741 -0.134
N -0.685 -1.343 -0.067 0.102 -0.221 -0.049 0.028
H -0.769 2.134 -0.133 0.004 -0.189 0.005 0.081
H -1.241 1.261 -1.594 0.139 -0.198 0.310 0.084
H -2.134 1.006 -0.089 0.201 -0.040 0.022 0.077
H 1.443 1.166 -1.109 -0.167 0.007 -0.039 0.113
H 1.231 -0.477 -1.742 -0.052 -0.006 -0.091 0.118
H -1.013 -0.372 1.873 0.459 -0.304 -0.144 0.095
H 0.919 -1.260 1.745 -4.298 1.679 -1.567 0.151
H -1.702 -1.378 -0.171 0.325 0.048 0.223 0.092
```
Forces are in eV/Å.

Computed properties:
- relative energy (zero: lowest compared OMol25 entry of this formula, charge and spin) (eV) = 3.472
- F_max (eV Å⁻¹) = 4.9
- HOMO level (hartree) = -0.3345
- lowest unoccupied orbital energy (eV) = 0.82
- electronic energy (Ha) = -304.707901
- Kohn-Sham gap (eV) = 9.92


Entry 7:
Density functional theory data (the ωB97M-V functional and the def2-TZVPD basis) for C5H8N2 in the gas phase.

```
15
Properties=species:S:1:pos:R:3:forces:R:3:lowdin_charge:R:1
C 0.490 -1.500 -0.008 0.097 -0.033 0.062 -0.021
C 0.385 -0.001 0.207 -0.602 -0.108 -0.097 -0.600
C 0.206 0.793 -1.104 0.130 -0.001 -0.015 -0.117
C -1.103 0.499 -1.705 -0.839 -0.224 -0.373 -0.225
N -2.151 0.255 -2.130 1.059 0.243 0.401 0.145
C -0.476 0.505 1.263 -1.015 -0.286 -0.806 -0.083
N 1.128 0.748 1.185 -0.570 0.792 0.446 0.063
H -0.437 -1.856 -0.476 0.193 0.023 0.073 0.086
H 1.323 -1.758 -0.671 -0.057 0.089 0.134 0.084
H 0.627 -2.021 0.942 -0.004 0.077 -0.083 0.085
H 0.991 0.558 -1.830 -0.051 -0.010 0.114 0.125
H 0.266 1.863 -0.882 -0.006 -0.192 -0.017 0.127
H -0.825 -0.260 1.962 0.115 0.421 0.053 0.122
H -1.105 1.364 1.092 -0.107 0.088 -0.005 0.113
H 0.681 0.811 2.155 1.656 -0.881 0.114 0.097
```
Forces are in eV/Å.

Computed properties:
- relative energy (zero: lowest compared OMol25 entry of this formula, charge and spin) (eV) = 3.443
- F_max (eV Å⁻¹) = 1.9
- SMILES = C[C@@]1(CC#N)CN1
- HOMO level (hartree) = -0.3418
- lowest unoccupied orbital energy (eV) = 0.86
- electronic energy (Ha) = -304.708971
- Kohn-Sham gap (eV) = 10.16


Entry 8:
Density functional theory data (the ωB97M-V functional and the def2-TZVPD basis) for C5H8N2 in the gas phase.

```
15
Properties=species:S:1:pos:R:3:forces:R:3:lowdin_charge:R:1
C 0.241 -0.142 1.737 1.407 -4.114 4.430 -0.276
N 1.034 -1.058 1.249 -1.590 1.576 -1.025 0.058
C 1.180 -0.986 -0.284 -1.117 0.884 -0.046 -0.155
C 0.424 0.269 -0.797 0.558 -1.486 -0.820 -0.215
C -0.817 0.803 -1.430 -0.890 -2.365 -3.667 -0.061
C -0.927 0.224 -0.070 1.469 1.106 -1.453 -0.263
N -0.510 0.762 1.131 0.348 1.258 -1.324 0.001
H -0.188 -0.263 2.908 2.177 0.301 -2.734 0.177
H 2.204 -0.971 -0.508 1.639 0.592 -0.085 0.075
H 0.894 -1.880 -0.821 -0.758 -0.622 0.516 0.099
H 0.942 1.170 -0.649 1.010 0.778 1.295 0.113
H -1.280 0.103 -2.144 -0.241 -0.037 0.486 0.098
H -0.851 1.726 -2.059 0.221 -0.005 1.937 0.123
H -1.184 -0.832 0.028 -0.760 0.278 -0.480 0.155
H -1.163 1.075 1.708 -3.473 1.857 2.970 0.070
```
Forces are in eV/Å.

Computed properties:
- relative energy (zero: lowest compared OMol25 entry of this formula, charge and spin) (eV) = 4.877
- F_max (eV Å⁻¹) = 6.2
- SMILES = C1=NC[C@H]2C[C@@H]2N1
- HOMO level (hartree) = -0.3144
- lowest unoccupied orbital energy (eV) = 1.00
- electronic energy (Ha) = -304.656279
- Kohn-Sham gap (eV) = 9.55


F_max of number 8 (C5H8N2)? 6.2 eV Å⁻¹


Which of these has the highest relative energy (zero: lowest compared OMol25 entry of this formula, charge and spin)? number 8